Density functional theory data (ωB97M-V with the def2-TZVPD basis set) for a single C5H6O molecule.

```
12
C5H6O ωB97M-V with the def2-TZVPD basis set
C 1.85 0.33 0.00
C 0.40 0.12 -0.15
C -0.36 -0.95 -0.44
C -1.74 -0.67 -0.18
C -1.71 0.64 0.27
O -0.48 1.10 0.27
H 1.99 0.87 0.97
H 2.20 1.22 -0.65
H 2.41 -0.61 0.03
H 0.24 -1.83 -0.67
H -2.35 -1.51 -0.18
H -2.45 1.29 0.73
```

The calculation puts the lowest unoccupied orbital energy at 1.063 eV. The value obtained for the energy is -7328.2850 eV. The calculation puts the largest force on an atom at 0.05903 Eh/bohr. For the HOMO-LUMO gap, the calculation gives 9.423 eV.